[1]
Molecular formula: C14H22F6N2O4S2Si2V
Method: DFT, the ωB97M-V functional and the def2-TZVPD basis

Geometry (Å):
V (0.64702, -0.14419, 0.82180)
C (-2.23031, -1.89317, -1.55587)
Si (-2.26856, -0.12050, -0.97155)
C (-3.06540, 0.14795, 0.70568)
C (-3.09007, 0.96946, -2.25597)
C (-0.40201, 0.44757, -0.66934)
C (-0.25664, 1.76434, 0.04777)
C (-0.89050, 2.94948, -0.30171)
C (-0.60068, 4.09239, 0.42937)
C (0.27100, 4.04486, 1.51640)
C (0.84606, 2.83990, 1.85274)
N (0.58722, 1.74949, 1.11963)
Si (0.93884, 0.23360, -2.15177)
C (1.01811, -1.57464, -2.59846)
C (0.28306, 1.34418, -3.51004)
C (2.53953, 0.99583, -1.52055)
H (-3.12267, -2.39563, -1.17184)
H (-1.36712, -2.47841, -1.23890)
H (-2.28546, -1.93612, -2.64517)
H (-3.93909, -0.50584, 0.77424)
H (-3.42789, 1.17261, 0.80974)
H (-2.43618, -0.07633, 1.57285)
H (-4.15977, 0.74816, -2.16225)
H (-2.80481, 0.71550, -3.27622)
H (-2.98769, 2.04608, -2.12681)
H (-1.56231, 2.98096, -1.14544)
H (-1.06492, 5.03075, 0.15405)
H (0.48551, 4.93046, 2.09675)
H (1.50960, 2.70859, 2.69723)
H (0.11705, -1.90784, -3.11398)
H (1.18200, -2.24299, -1.75166)
H (1.85949, -1.71258, -3.28374)
H (-0.59617, 0.94177, -4.00691)
H (1.08371, 1.41264, -4.25375)
H (0.07015, 2.36095, -3.17783)
H (3.01685, 0.58135, -0.63568)
H (2.43872, 2.07557, -1.38426)
H (3.25693, 0.85456, -2.33640)
F (3.87523, -1.30385, 4.10226)
C (3.31462, -0.77175, 3.04734)
F (2.17526, -0.14324, 3.38526)
F (4.11065, 0.08518, 2.43669)
S (2.83368, -2.06421, 1.81342)
O (2.28205, -1.18509, 0.70463)
O (3.95345, -2.82467, 1.44378)
N (1.66046, -2.80647, 2.51228)
S (0.19884, -2.75648, 1.99818)
O (-0.30591, -1.29866, 2.03065)
O (-0.07298, -3.35105, 0.73789)
C (-0.75150, -3.55914, 3.39572)
F (-2.02412, -3.47212, 3.07415)
F (-0.49028, -2.89598, 4.49510)
F (-0.35205, -4.80322, 3.47052)

Atomic forces in eV per Å
0.14 0.30 -0.45
-0.05 0.10 0.10
-0.17 -0.06 -0.21
0.09 -0.03 -0.03
0.01 -0.16 0.15
0.09 -0.19 0.29
-0.23 0.09 -0.04
-0.01 0.22 0.05
-0.07 -0.11 -0.11
0.09 -0.12 0.08
0.00 0.22 0.18
0.12 -0.28 0.11
0.07 -0.03 -0.33
0.08 0.23 0.05
0.10 -0.16 0.21
-0.18 0.00 -0.10
0.02 0.00 -0.02
-0.05 0.06 0.09
0.01 0.02 0.00
0.00 0.02 0.00
0.02 0.02 -0.02
-0.06 -0.03 -0.13
0.02 0.02 -0.04
0.04 -0.02 0.02
-0.05 -0.07 0.02
0.07 -0.01 0.03
0.00 0.01 0.00
0.03 -0.01 0.02
-0.02 0.05 -0.01
0.02 0.08 -0.01
0.04 0.04 0.05
-0.01 0.00 0.00
-0.04 -0.05 0.00
-0.01 -0.01 0.00
0.01 -0.02 0.05
0.02 -0.07 0.02
-0.06 -0.01 -0.03
0.02 -0.01 0.02
-0.14 0.16 -0.28
0.18 -0.24 0.07
-0.07 0.18 0.05
0.08 0.02 0.15
0.28 -0.21 0.17
-0.68 0.31 -0.01
0.12 -0.09 -0.03
0.02 -0.26 0.24
-0.18 0.11 0.07
0.35 0.15 -0.33
-0.08 -0.18 -0.13
0.03 -0.04 -0.05
0.06 -0.02 0.00
-0.01 0.02 0.09
-0.06 0.09 -0.01

Properties
**Multiplicity**: 2
**Charge**: +2
**Maximum force**: 0.75 eV Å⁻¹
**Frontier orbital gap (alpha / beta)**: 7.033 / 8.334 eV
**<S²>**: 1.00
**Relative energy (zero: lowest compared OMol25 entry of this formula, charge and spin)**: 1.9 kcal/mol
**HOMO level (alpha / beta)**: -16.62 / -16.50 eV
**LUMO (alpha / beta)**: -9.59 / -8.17 eV


[2]
Molecular formula: C4H10NO
Method: DFT, the ωB97M-V functional and the def2-TZVPD basis

Geometry (Å):
C (-0.01152, 1.39096, -0.88987)
C (-0.29960, 0.58846, 0.34076)
N (-1.64073, 0.90555, 0.88468)
C (-0.10818, -0.92620, 0.08213)
C (1.38976, -1.42630, 0.06510)
O (2.30142, -0.44671, -0.11393)
H (0.09861, 2.45445, -0.67880)
H (-0.66905, 1.26953, -1.75393)
H (0.95293, 1.02009, -1.25102)
H (0.42231, 0.82425, 1.12570)
H (-2.36042, 0.58705, 0.24333)
H (-1.76517, 0.42898, 1.76943)
H (-0.52615, -1.10032, -0.91916)
H (-0.73484, -1.46547, 0.80253)
H (1.41377, -2.17092, -0.76318)
H (1.53685, -1.93341, 1.05624)

Atomic forces in eV per Å
1.15 0.26 -0.56
-0.35 -1.10 0.62
0.11 0.48 -0.06
-0.24 0.53 -0.66
0.13 0.97 0.28
-0.07 0.01 -0.14
-0.16 0.13 0.05
-0.62 -0.19 0.32
0.17 0.12 0.19
0.07 0.36 -0.16
0.05 -0.14 0.09
-0.12 -0.14 -0.10
-0.22 -0.18 0.01
0.12 -0.19 0.02
0.03 -0.51 0.29
-0.06 -0.42 -0.20

Properties
**Charge**: -1
**Maximum force**: 1.31 eV Å⁻¹
**Frontier orbital gap**: 6.640 eV
**Relative energy (zero: lowest compared OMol25 entry of this formula, charge and spin)**: 10.0 kcal/mol
**HOMO level**: -2.22 eV
**LUMO**: 4.42 eV


[3]
Molecular formula: C3H2O3Tl
Method: DFT, the ωB97M-V functional and the def2-TZVPD basis

Geometry (Å):
H (0.99077, -2.34236, 0.27316)
O (1.11356, -0.73483, -1.05107)
C (0.52941, -1.38793, -0.01428)
C (-0.24314, -0.66850, 0.87761)
C (-2.41624, 0.47824, -0.58884)
O (0.09824, 0.62667, 1.08178)
O (-1.64961, 0.72934, -1.39751)
Tl (0.77595, 1.07681, -0.63154)
H (-0.39582, -1.55120, 1.62407)

Atomic forces in eV per Å
-0.85 -0.14 -0.55
-0.29 -7.78 1.15
3.00 1.11 -4.42
2.07 -1.24 3.96
0.42 0.27 -1.00
-4.44 -4.34 5.12
-1.21 -0.25 0.72
2.49 9.54 -5.25
-1.19 2.83 0.28

Properties
**Charge**: +1
**Maximum force**: 11.17 eV Å⁻¹
**Frontier orbital gap (alpha / beta)**: 7.412 / 7.010 eV
**Relative energy (zero: lowest compared OMol25 entry of this formula, charge and spin)**: 120.8 kcal/mol
**HOMO level (alpha / beta)**: -15.02 / -14.63 eV
**LUMO (alpha / beta)**: -7.61 / -7.62 eV


[4]
Molecular formula: C24H17F4N8SeSiW
Method: DFT, the ωB97M-V functional and the def2-TZVPD basis

Geometry (Å):
W (8.35213, 16.65083, 10.28857)
C (8.75210, 12.79124, 15.35942)
Si (8.24371, 14.34534, 16.22882)
C (6.40234, 14.63155, 16.64551)
C (9.59074, 15.60339, 16.48902)
Se (8.30693, 17.24601, 12.39674)
H (9.90310, 12.97151, 15.30006)
H (8.25431, 12.85404, 14.35120)
H (8.58291, 11.82439, 15.87586)
H (6.34832, 14.26428, 17.71788)
H (5.90848, 13.87810, 15.98694)
H (5.96789, 15.59329, 16.45258)
H (10.15642, 15.85234, 15.58971)
H (10.31019, 15.06038, 17.18462)
H (9.18260, 16.51462, 17.02740)
N (9.06212, 22.62316, 7.49686)
C (9.12219, 21.54924, 7.96853)
C (9.55261, 20.31353, 8.47351)
C (10.81315, 19.95137, 7.93237)
C (11.42806, 18.73209, 8.28244)
C (10.73405, 17.92598, 9.11970)
N (9.35113, 18.07379, 9.19051)
C (8.82639, 19.35740, 9.15670)
H (11.36598, 20.72866, 7.32645)
H (12.35712, 18.46690, 7.79458)
H (11.27597, 17.06086, 9.55967)
H (7.90400, 19.54604, 9.63075)
F (10.39302, 12.38784, 7.75744)
C (9.74061, 11.46744, 8.48917)
C (9.62389, 10.18389, 7.95965)
F (10.16691, 9.79560, 6.82578)
C (8.84936, 9.17995, 8.62821)
C (8.33540, 9.53025, 9.92831)
C (8.47974, 10.81903, 10.36538)
F (7.83136, 11.21607, 11.48413)
C (9.36395, 11.73188, 9.77878)
C (9.86485, 12.81817, 10.60700)
C (9.73013, 14.12224, 10.52584)
N (9.70435, 15.36082, 10.50327)
C (10.39631, 12.38762, 11.87018)
N (10.57374, 12.10548, 12.98280)
F (7.52620, 8.64138, 10.54462)
C (8.33929, 8.04890, 7.96963)
C (7.27198, 8.32730, 7.08908)
N (6.37265, 8.47503, 6.34577)
C (8.86773, 6.70692, 8.00404)
N (9.12769, 5.54720, 8.01799)
N (4.95446, 14.97100, 8.49605)
C (4.31795, 15.31764, 9.74903)
C (5.19264, 15.91168, 10.54277)
N (6.43876, 15.95039, 9.79034)
C (6.21919, 15.47223, 8.57063)
H (4.48820, 14.62156, 7.65673)
H (3.25459, 15.10106, 9.98016)
H (5.11563, 16.13816, 11.60793)
H (6.98202, 15.54280, 7.76036)

Atomic forces in eV per Å
-0.61 0.22 -0.14
1.58 0.99 0.37
-0.83 0.40 -0.08
1.59 -2.04 -0.15
-0.57 -0.18 1.61
-0.50 0.48 1.03
-1.97 -0.69 -0.37
0.60 -0.40 0.80
-0.16 0.57 -0.44
-0.39 0.60 -1.01
0.08 0.37 0.68
0.03 0.57 0.37
-0.10 0.00 0.02
-0.60 0.69 -0.65
0.67 -0.99 -0.73
-0.21 -2.78 1.15
-0.59 4.27 -0.72
0.83 -1.26 -0.79
0.98 0.24 -0.05
-0.27 2.16 -1.04
-0.41 -1.72 -1.25
1.15 1.12 3.01
1.74 -0.76 -1.67
-0.77 -1.14 0.54
0.36 0.02 0.74
-1.14 0.33 -0.47
-1.24 0.06 0.06
0.01 -0.14 0.51
1.56 -0.40 -1.35
-1.48 -1.93 0.92
0.04 0.80 -0.34
1.22 3.99 2.74
-0.61 -1.17 -1.84
0.16 -0.15 1.53
0.39 -0.19 -0.17
-1.42 -0.31 -0.63
0.15 0.27 0.79
0.46 1.66 -0.47
-0.07 -2.82 -0.65
-0.13 -0.04 1.99
0.23 0.26 -1.57
0.80 1.13 -0.41
-0.21 -3.22 -1.85
-1.57 -0.49 -1.42
1.66 0.02 1.46
-0.18 -2.02 0.17
-0.53 3.50 -0.01
0.54 1.85 1.61
-1.56 -1.32 -1.81
2.24 -0.37 -0.38
-0.26 0.93 1.03
-1.07 -0.82 -0.39
0.17 0.11 0.35
0.99 -0.02 -0.54
0.17 0.22 -0.67
-1.00 -0.50 0.56

Properties
**Multiplicity**: 3
**Charge**: +3
**Maximum force**: 4.99 eV Å⁻¹
**Frontier orbital gap (alpha / beta)**: 4.475 / 5.846 eV
**<S²>**: 2.05
**HOMO level (alpha / beta)**: -15.55 / -16.61 eV
**LUMO (alpha / beta)**: -11.07 / -10.76 eV